{
  "formula": "C38H43NO3P2Sr",
  "method": "ωB97M-V/def2-TZVPD",
  "multiplicity": 1,
  "e_lumo_ev": -4.964,
  "de_lowest_ev": 0.4871,
  "total_charge": 2,
  "elements": ["Sr", "P", "P", "O", "O", "O", "N", "C", "C", "C", "C", "C", "C", "C", "C", "C", "C", "C", "C", "C", "C", "C", "C", "C", "C", "C", "C", "C", "C", "C", "C", "C", "C", "C", "C", "C", "C", "C", "C", "C", "C", "C", "C", "C", "C", "H", "H", "H", "H", "H", "H", "H", "H", "H", "H", "H", "H", "H", "H", "H", "H", "H", "H", "H", "H", "H", "H", "H", "H", "H", "H", "H", "H", "H", "H", "H", "H", "H", "H", "H", "H", "H", "H", "H", "H", "H", "H", "H"],
  "xyz": [[-0.736, -1.543, -1.425], [-0.381, -0.651, 1.462], [0.978, 0.988, -1.736], [-3.263, -1.657, -1.542], [1.365, -3.002, -1.256], [-0.970, -3.713, -2.646], [0.728, 1.916, 0.912], [-3.564, 1.830, 1.010], [-3.161, -2.591, -2.608], [-1.835, 0.367, 1.859], [-0.905, 4.866, 2.473], [3.359, -0.215, -2.430], [-0.062, -4.718, -2.163], [-0.519, 3.924, 1.530], [0.325, 2.870, 1.880], [-0.462, 4.785, 3.782], [-3.515, 1.250, 3.342], [4.735, -0.380, -2.445], [-0.111, 3.371, -5.512], [-2.388, 0.465, 3.133], [0.040, -1.612, 2.939], [1.325, -4.118, -2.154], [0.765, -1.747, 5.236], [2.780, 0.816, -1.689], [-4.293, -1.959, -0.585], [-2.362, -3.869, -2.345], [4.970, 1.493, -0.953], [5.540, 0.474, -1.702], [0.399, 3.755, 4.131], [-2.448, 1.037, 0.799], [-1.093, 2.720, -4.778], [3.593, 1.669, -0.946], [0.676, -3.133, 5.183], [1.573, 2.581, -3.984], [1.052, 0.583, 1.318], [0.449, -0.988, 4.121], [1.218, 3.299, -5.118], [-0.740, 1.993, -3.653], [-4.098, 1.938, 2.286], [2.181, -3.212, -0.092], [-0.054, -3.002, 2.901], [0.794, 2.812, 3.196], [0.539, 2.262, -0.477], [0.592, 1.926, -3.244], [0.263, -3.761, 4.018], [-3.933, 1.329, 4.336], [-2.129, 2.780, -5.085], [-4.970, 2.555, 2.457], [-2.749, -2.041, -3.459], [1.559, 0.589, 2.277], [5.597, 2.158, -0.375], [-0.383, 3.935, -6.394], [0.924, -3.724, 6.055], [-4.016, 2.363, 0.183], [-0.763, 5.522, 4.513], [-1.515, 1.492, -3.075], [3.210, -3.412, -0.390], [-1.560, 5.673, 2.171], [1.603, -3.774, -3.151], [0.788, 3.691, 5.139], [-4.081, -2.888, -0.054], [0.494, 0.093, 4.178], [2.730, -0.880, -3.015], [1.767, 0.134, 0.623], [-4.163, -2.913, -2.900], [-5.251, -2.044, -1.098], [2.610, 2.531, -3.677], [5.180, -1.168, -3.038], [-0.512, 2.474, -0.727], [6.614, 0.346, -1.710], [-4.318, -1.132, 0.119], [-2.484, -4.182, -1.300], [1.799, -4.042, 0.506], [-0.384, -3.490, 1.990], [1.076, -1.259, 6.149], [1.513, 2.067, 3.504], [2.022, -4.898, -1.842], [2.147, -2.298, 0.495], [-2.757, -4.656, -2.990], [1.081, 3.185, -0.716], [1.981, 3.807, -5.691], [0.186, -4.839, 3.983], [-0.892, 4.029, 0.521], [-1.943, -0.061, 3.966], [-2.033, 0.963, -0.207], [3.163, 2.469, -0.356], [-0.136, -5.600, -2.802], [-0.345, -5.006, -1.143]],
  "forces_ev_per_a": [[0.46, 0.40, 0.17], [-0.01, 0.08, 0.06], [0.00, 0.13, 0.04], [0.58, -0.13, 0.24], [-0.31, -0.01, -0.02], [0.12, 0.87, 0.23], [0.00, 0.03, 0.00], [0.01, 0.01, -0.08], [-0.51, -0.37, -0.55], [-0.01, -0.11, 0.07], [0.00, -0.02, 0.00], [0.00, 0.02, 0.01], [-0.37, -0.11, 0.05], [-0.05, 0.02, 0.00], [0.02, 0.05, 0.00], [0.02, -0.01, 0.01], [0.01, 0.01, -0.03], [-0.02, -0.01, -0.01], [0.04, 0.01, -0.01], [0.00, 0.10, -0.06], [-0.05, 0.08, -0.04], [-0.13, -0.32, -0.08], [0.00, 0.00, -0.01], [-0.05, 0.00, 0.00], [-0.08, -0.01, 0.08], [-0.10, -0.61, -0.06], [0.00, 0.00, 0.00], [-0.01, 0.02, 0.02], [-0.02, 0.00, -0.02], [0.07, -0.04, 0.02], [-0.04, -0.02, 0.01], [0.03, -0.01, 0.01], [0.00, 0.03, 0.00], [-0.04, 0.00, 0.01], [0.01, -0.06, 0.04], [-0.01, -0.09, 0.00], [-0.01, -0.01, 0.01], [0.04, 0.01, 0.01], [0.01, -0.02, 0.05], [0.11, 0.02, -0.03], [0.01, 0.02, -0.01], [0.01, -0.01, 0.00], [-0.01, 0.04, -0.07], [0.07, -0.03, 0.01], [0.00, -0.03, -0.01], [-0.01, 0.00, 0.00], [0.00, 0.00, 0.00], [0.00, 0.00, 0.00], [0.05, -0.09, -0.14], [0.01, 0.01, 0.04], [0.01, 0.00, 0.00], [0.00, 0.00, 0.00], [0.00, 0.00, 0.01], [-0.01, 0.00, 0.00], [0.00, 0.00, 0.00], [-0.02, 0.01, -0.01], [0.00, 0.02, -0.01], [0.00, 0.01, 0.00], [0.03, 0.02, 0.01], [0.00, 0.00, 0.00], [0.02, 0.00, -0.01], [0.04, 0.03, 0.00], [0.02, -0.01, -0.01], [0.00, 0.05, 0.00], [-0.01, 0.12, -0.04], [0.00, 0.04, -0.01], [0.00, 0.01, -0.02], [0.00, 0.00, 0.00], [0.02, -0.02, 0.03], [0.00, 0.00, 0.00], [0.02, 0.01, 0.00], [-0.04, -0.08, 0.00], [-0.01, 0.00, -0.01], [0.00, -0.03, 0.01], [0.00, 0.00, 0.00], [0.01, -0.06, -0.01], [0.11, 0.11, -0.02], [0.00, 0.00, 0.01], [-0.09, -0.04, 0.10], [0.01, -0.01, -0.01], [0.00, 0.00, 0.00], [0.00, 0.00, -0.01], [0.00, 0.00, 0.02], [-0.02, -0.01, 0.00], [-0.04, 0.02, 0.02], [-0.01, 0.00, 0.00], [0.16, -0.01, -0.01], [-0.02, -0.01, -0.02]],
  "lowdin_charge": [1.374, 1.011, 0.986, -0.347, -0.352, -0.290, -0.166, -0.070, -0.213, -0.373, -0.067, -0.110, -0.146, -0.034, -0.226, -0.079, -0.044, -0.064, -0.055, -0.059, -0.395, -0.163, -0.047, -0.411, -0.028, -0.172, -0.050, -0.054, -0.069, -0.153, -0.068, -0.076, -0.050, -0.065, -0.312, -0.096, -0.050, -0.122, -0.053, -0.046, -0.117, -0.036, -0.331, -0.382, -0.064, 0.117, 0.112, 0.116, 0.140, 0.072, 0.117, 0.117, 0.118, 0.115, 0.110, 0.087, 0.109, 0.112, 0.144, 0.111, 0.101, 0.095, 0.099, 0.053, 0.146, 0.110, 0.109, 0.112, 0.068, 0.116, 0.092, 0.138, 0.100, 0.085, 0.118, 0.096, 0.146, 0.079, 0.152, 0.117, 0.117, 0.112, 0.101, 0.101, 0.070, 0.108, 0.152, 0.141]
}

=====

{
  "formula": "C38H44BaN11O2S",
  "method": "ωB97M-V/def2-TZVPD",
  "multiplicity": 1,
  "e_lumo_ev": -2.335,
  "total_charge": 1,
  "elements": ["Ba", "S", "O", "O", "N", "N", "N", "N", "N", "N", "N", "N", "N", "N", "N", "C", "C", "C", "C", "C", "C", "C", "C", "C", "C", "C", "C", "C", "C", "C", "C", "C", "C", "C", "C", "C", "C", "C", "C", "C", "C", "C", "C", "C", "C", "C", "C", "C", "C", "C", "C", "C", "C", "H", "H", "H", "H", "H", "H", "H", "H", "H", "H", "H", "H", "H", "H", "H", "H", "H", "H", "H", "H", "H", "H", "H", "H", "H", "H", "H", "H", "H", "H", "H", "H", "H", "H", "H", "H", "H", "H", "H", "H", "H", "H", "H", "H"],
  "xyz": [[-0.547, -0.467, 0.825], [2.526, -1.030, 3.159], [-1.814, -2.500, -0.249], [-1.609, -2.303, 2.202], [2.610, -0.621, -3.100], [-2.187, -3.364, 1.813], [1.463, 0.265, 2.871], [1.371, 0.837, 5.156], [1.244, -0.178, -1.209], [-2.289, -3.441, 0.541], [-3.431, 0.566, -1.847], [-1.330, 1.307, -1.202], [-2.257, 1.931, -3.289], [1.784, -2.349, -1.815], [-0.885, 1.851, 2.631], [1.511, -2.872, -0.487], [0.186, 3.306, 4.191], [2.503, 0.694, -3.701], [-0.364, 4.831, -0.677], [2.577, 0.232, 5.581], [-3.529, -5.556, 0.752], [3.023, 3.505, -0.156], [1.374, -3.218, -2.913], [4.973, -0.927, 6.368], [0.948, 2.294, -0.809], [3.100, 1.164, -0.576], [0.062, 2.084, 3.544], [-3.539, -5.796, -2.016], [-0.472, 2.418, -1.051], [-1.700, 4.079, 2.953], [3.109, 0.520, 6.826], [-2.286, 1.284, -2.087], [3.804, -1.349, -3.501], [-0.709, 4.320, 3.887], [3.245, -0.635, 4.728], [-2.929, -4.701, -1.421], [1.639, 3.505, -0.455], [1.023, 0.977, 3.839], [-1.741, 2.833, 2.350], [1.759, 1.100, -0.907], [0.966, 4.749, -0.400], [-1.068, 3.661, -0.983], [4.300, -0.074, 7.226], [-4.143, -6.770, -1.236], [3.741, 2.350, -0.203], [4.452, -1.193, 5.107], [1.867, -0.993, -2.012], [-4.134, -6.643, 0.148], [-3.779, 0.179, -0.492], [-3.455, 2.460, -3.918], [-1.007, 2.308, -3.914], [-3.961, -0.329, -2.869], [-2.925, -4.587, -0.042], [4.976, -1.850, 4.424], [-0.204, 1.710, -3.497], [-3.580, -0.056, -3.849], [0.445, -3.070, -0.324], [-3.648, 1.986, -4.884], [2.577, 0.592, -4.785], [-0.771, 3.366, -3.767], [-1.071, 2.109, -4.986], [-2.139, 3.714, -1.147], [-3.664, -1.361, -2.654], [1.619, -4.247, -2.654], [-3.367, -0.799, -0.224], [5.906, -1.384, 6.671], [-0.883, 5.781, -0.643], [1.548, 1.143, -3.457], [-4.866, 0.118, -0.416], [-5.051, -0.280, -2.887], [-4.605, -7.398, 0.764], [3.490, 4.444, 0.113], [-3.329, 3.533, -4.087], [3.738, -1.668, -4.544], [-4.316, 2.306, -3.274], [-2.454, -3.930, -2.010], [-4.620, -7.622, -1.701], [-0.626, 5.285, 4.370], [4.796, 2.337, 0.042], [1.893, -2.166, 0.252], [-3.543, -5.886, -3.094], [-2.492, 2.614, 1.599], [2.585, 1.202, 7.486], [2.059, -3.805, -0.348], [4.675, -0.694, -3.404], [0.294, -3.155, -3.082], [3.666, 0.240, -0.605], [4.699, 0.141, 8.208], [1.539, 5.631, -0.140], [1.887, -2.970, -3.837], [-2.421, 4.838, 2.685], [-3.432, 0.939, 0.206], [3.953, -2.219, -2.869], [-3.521, -5.450, 1.827], [3.295, 1.365, -3.356], [0.990, 3.479, 4.894], [0.897, 1.419, 5.824]],
  "forces_ev_per_a": [[-0.09, 0.15, 0.01], [0.01, -0.17, 0.02], [-0.08, -0.16, -0.02], [-0.05, -0.16, 0.23], [0.04, 0.08, 0.05], [-0.09, -0.06, -0.12], [-0.12, 0.20, -0.06], [0.02, -0.07, -0.04], [-0.25, 0.01, 0.04], [0.18, 0.27, -0.02], [0.13, -0.05, 0.01], [0.26, -0.32, 0.15], [0.02, 0.02, -0.07], [0.01, -0.06, -0.03], [0.02, -0.02, -0.13], [0.00, 0.12, -0.03], [0.02, -0.02, -0.01], [-0.03, -0.07, 0.05], [0.06, 0.01, 0.01], [0.03, 0.02, 0.00], [0.05, 0.08, 0.16], [-0.01, -0.06, -0.03], [0.01, -0.05, 0.05], [0.01, 0.00, 0.00], [0.11, 0.19, 0.02], [-0.07, -0.11, -0.03], [-0.08, 0.15, 0.05], [-0.05, -0.09, 0.02], [-0.16, 0.07, -0.02], [0.06, 0.03, 0.05], [-0.04, 0.04, 0.01], [-0.09, 0.04, 0.02], [0.00, 0.00, -0.02], [-0.05, 0.02, -0.03], [-0.09, 0.06, -0.13], [0.08, 0.13, -0.09], [-0.05, -0.08, 0.02], [0.10, -0.09, 0.10], [0.08, -0.10, -0.03], [0.22, 0.08, 0.03], [-0.05, -0.02, -0.02], [-0.06, -0.08, -0.01], [-0.02, -0.01, -0.03], [0.02, 0.04, 0.01], [-0.02, 0.04, 0.01], [0.03, -0.01, 0.02], [0.10, 0.10, -0.16], [-0.01, -0.02, -0.08], [0.00, 0.02, -0.03], [0.04, 0.07, -0.01], [-0.05, 0.00, -0.01], [0.02, 0.00, 0.01], [-0.09, -0.11, -0.01], [0.00, 0.01, 0.02], [-0.07, 0.02, 0.00], [-0.02, -0.05, 0.05], [0.01, 0.03, 0.01], [0.02, 0.00, 0.00], [0.00, -0.01, -0.01], [0.00, 0.00, 0.01], [-0.01, -0.01, 0.00], [0.01, 0.00, 0.00], [-0.01, 0.00, 0.02], [0.02, 0.00, -0.02], [0.01, -0.01, -0.02], [-0.02, 0.01, 0.00], [0.01, -0.01, 0.00], [0.06, -0.03, 0.01], [0.00, 0.00, 0.01], [0.00, 0.01, -0.01], [0.01, 0.01, 0.00], [0.00, -0.01, 0.00], [0.00, 0.00, 0.00], [0.00, -0.01, 0.00], [0.00, 0.01, 0.00], [-0.01, -0.02, 0.01], [0.01, 0.01, 0.01], [0.00, -0.01, 0.00], [-0.01, 0.00, -0.01], [-0.02, -0.04, 0.03], [0.01, 0.01, 0.01], [0.01, -0.01, 0.00], [0.03, -0.01, 0.00], [-0.02, -0.04, -0.05], [0.00, 0.00, 0.00], [-0.01, -0.01, 0.03], [0.01, 0.02, 0.01], [0.00, 0.00, -0.01], [-0.01, 0.00, 0.00], [0.00, 0.05, 0.01], [0.00, 0.00, 0.00], [-0.01, 0.02, 0.00], [-0.03, -0.01, 0.00], [-0.01, -0.01, -0.02], [0.02, 0.01, 0.01], [0.00, -0.02, 0.01], [0.00, 0.02, 0.01]],
  "lowdin_charge": [1.908, 0.969, -0.360, -0.389, -0.134, -0.038, -0.338, 0.128, -0.020, -0.246, -0.146, 0.007, -0.144, -0.151, 0.035, -0.070, -0.001, -0.030, -0.072, -0.239, -0.019, -0.040, -0.025, -0.075, -0.051, -0.040, -0.217, -0.078, -0.270, -0.033, -0.017, -0.389, -0.048, -0.032, -0.451, -0.026, -0.151, -0.383, -0.123, -0.283, -0.043, -0.055, -0.071, -0.084, -0.062, -0.093, -0.389, -0.074, -0.063, -0.047, -0.030, -0.031, -0.172, 0.110, 0.061, 0.082, 0.057, 0.092, 0.100, 0.100, 0.101, 0.122, 0.091, 0.096, 0.051, 0.110, 0.110, 0.060, 0.100, 0.098, 0.108, 0.113, 0.095, 0.092, 0.092, 0.096, 0.105, 0.119, 0.112, 0.050, 0.105, 0.101, 0.117, 0.101, 0.095, 0.095, 0.123, 0.110, 0.113, 0.075, 0.116, 0.065, 0.092, 0.108, 0.099, 0.121, 0.139]
}

=====

Number 1: orbital gap 0.2648 Eh. Number 2: orbital gap 0.2679 Eh.